(a)
Formula: CH7NS
Source: the OMol25 dataset
Level of theory: ωB97M-V with the def2-TZVPD basis set

Charge: 0
2S+1: 1
Orbital gap, eV: 10.309

Geometry as XYZ:
```
10
CH7NS ωB97M-V with the def2-TZVPD basis set
C -1.81 0.23 -0.73
N -1.53 -0.41 0.59
H -1.84 1.32 -0.57
H -1.00 0.02 -1.43
H -2.75 -0.11 -1.11
H -1.53 -1.39 0.48
H -2.20 -0.09 1.24
S 1.75 0.03 0.02
H 2.11 1.22 0.34
H 0.80 0.03 1.01
```

(b)
Formula: CH7NS
Source: the OMol25 dataset
Level of theory: ωB97M-V with the def2-TZVPD basis set

Charge: 0
2S+1: 1
Orbital gap, eV: 8.953

Geometry as XYZ:
```
10
CH7NS ωB97M-V with the def2-TZVPD basis set
C -1.30 1.54 0.59
N -0.23 0.65 1.14
H -1.95 1.06 -0.13
H -0.72 2.27 0.03
H -1.74 2.15 1.38
H 0.54 1.30 1.30
H -0.56 0.24 2.00
S 0.70 -1.24 -0.94
H 1.42 -1.20 -2.06
H 0.33 -0.46 0.25
```

Which of them is the most stable, and which is the least stable? (a) and (b), in that order.

(a)
Formula: C6H11Cl
Source: the OMol25 dataset
Level of theory: ωB97M-V with the def2-TZVPD basis set

Charge: 0
2S+1: 1
Orbital gap, eV: 8.667

Geometry as XYZ:
```
18
C6H11Cl ωB97M-V with the def2-TZVPD basis set
C 2.46 -0.07 1.16
C 1.34 -0.67 0.84
C 0.85 -2.02 0.81
C -2.10 1.18 -1.52
C -0.64 0.77 -1.05
C -0.46 0.84 0.41
Cl -1.72 0.06 1.19
H 2.40 1.07 1.27
H 3.41 -0.52 1.39
H 1.48 -2.65 1.45
H 0.96 -2.47 -0.18
H -0.22 -1.95 1.01
H -2.79 0.53 -0.87
H -2.12 0.75 -2.62
H -2.23 2.20 -1.35
H -0.55 -0.35 -1.15
H 0.02 1.51 -1.56
H -0.10 1.77 0.77
```

(b)
Formula: C6H11Cl
Source: the OMol25 dataset
Level of theory: ωB97M-V with the def2-TZVPD basis set

Charge: 0
2S+1: 1
Orbital gap, eV: 10.381

Geometry as XYZ:
```
18
C6H11Cl ωB97M-V with the def2-TZVPD basis set
C -1.34 0.24 -2.88
C -0.51 0.31 -1.65
C 0.59 1.41 -1.69
Cl 0.30 -1.37 -1.39
H -0.70 -0.29 -3.70
H -2.17 -0.51 -2.92
H -1.65 1.24 -3.26
H -1.10 0.47 -0.80
H 0.90 1.43 -2.65
H 1.48 1.27 -1.02
H -0.02 2.28 -1.54
C -1.58 -1.14 1.94
C -0.29 -1.35 1.96
C 0.95 -1.71 2.06
H -2.15 -2.01 2.00
H -2.10 -0.21 1.99
H 1.65 -1.84 1.21
H 1.32 -2.13 2.93
```

Which of them is the most stable, and which is the least stable? (b) and (a), in that order.